No. 1
# C30H45N7OS

A 7-piece molecular cluster, C30H45N7OS overall at a distorted geometry (wB97M-V/def2-TZVPD, the OMol25 dataset).

Geometry as XYZ:
```
84
C30H45N7OS wB97M-V/def2-TZVPD
C 1.79 1.21 -0.34
C 2.11 1.07 -1.86
S 0.57 1.37 -2.79
C -0.30 -0.22 -2.50
C -1.74 -0.06 -1.98
C -1.98 -0.89 -0.69
N -3.13 -1.80 -0.71
O -2.07 1.30 -1.86
C -3.38 1.56 -1.40
H 2.64 1.64 0.18
H 0.94 1.87 -0.29
H 1.53 0.25 0.09
H 2.39 0.04 -2.05
H 2.87 1.77 -2.17
H 0.30 -0.82 -1.82
H -0.30 -0.74 -3.45
H -2.38 -0.52 -2.75
H -2.06 -0.23 0.17
H -1.13 -1.53 -0.49
H -2.97 -2.50 -1.43
H -3.99 -1.31 -0.95
H -3.41 1.60 -0.31
H -3.70 2.52 -1.79
H -4.11 0.82 -1.75
C 2.88 -4.13 -1.37
C 4.26 -4.24 -1.72
C 4.87 -3.09 -1.29
N 3.93 -2.30 -0.70
C 2.71 -2.92 -0.74
H 2.11 -4.86 -1.55
H 4.74 -5.06 -2.22
H 5.90 -2.77 -1.36
H 4.09 -1.39 -0.30
H 1.84 -2.46 -0.32
C -0.38 -2.42 4.33
C 0.56 -2.81 3.34
C -0.14 -3.07 2.19
N -1.46 -2.85 2.45
C -1.62 -2.46 3.74
H -0.17 -2.15 5.35
H 1.63 -2.89 3.45
H 0.18 -3.38 1.21
H -2.21 -2.96 1.78
H -2.60 -2.23 4.14
C 0.09 4.12 1.43
C 0.17 5.46 1.91
C 0.75 5.41 3.15
N 1.03 4.10 3.43
C 0.63 3.31 2.39
H -0.31 3.80 0.48
H -0.16 6.35 1.41
H 1.00 6.19 3.85
H 1.45 3.77 4.28
H 0.76 2.24 2.42
C -4.04 0.32 -5.21
C -3.65 -1.04 -5.34
C -4.73 -1.73 -5.84
N -5.75 -0.83 -6.01
C -5.34 0.42 -5.63
H -3.43 1.13 -4.85
H -2.69 -1.47 -5.10
H -4.86 -2.77 -6.08
H -6.66 -1.06 -6.36
H -6.00 1.26 -5.69
C 3.25 9.42 -0.05
C 1.98 9.49 -0.68
C 1.47 8.22 -0.71
N 2.38 7.39 -0.13
C 3.47 8.11 0.28
H 3.92 10.24 0.14
H 1.49 10.37 -1.06
H 0.54 7.84 -1.10
H 2.27 6.40 -0.01
H 4.30 7.63 0.77
C 0.44 -8.00 5.26
C 1.73 -7.58 4.85
C 1.58 -6.39 4.18
N 0.25 -6.08 4.18
C -0.45 -7.05 4.83
H 0.19 -8.90 5.80
H 2.67 -8.08 5.02
H 2.30 -5.73 3.72
H -0.15 -5.25 3.76
H -1.52 -6.99 4.93
```

Properties
- SMILES: CCSC[C@@H](CN)OC.c1cc[nH]c1.c1cc[nH]c1.c1cc[nH]c1.c1cc[nH]c1.c1cc[nH]c1.c1cc[nH]c1
- Net charge: 0
- Multiplicity: 1
- LUMO energy: 0.50 eV
- M: 551.8 g/mol
- HOMO-LUMO gap: 0.31186 Ha
- ΔE to the lowest compared entry with this formula, charge and spin: 0.0 kcal/mol
- Highest occupied orbital energy: -7.9856 eV
- E_tot: -55150.906 eV

=====

No. 2
# C30H45NO2P2Pt

C30H45NO2P2Pt as an isolated structure at a distorted geometry (wB97M-V/def2-TZVPD, the OMol25 dataset).

Geometry as XYZ:
```
81
C30H45NO2P2Pt wB97M-V/def2-TZVPD
P -0.51 -2.17 -3.45
P 0.01 1.36 -3.86
C -0.65 -1.24 -5.06
C 0.39 -0.15 -5.14
H -1.65 -0.81 -5.16
H -0.53 -1.94 -5.89
H 1.36 -0.57 -4.82
H 0.52 0.22 -6.18
C -0.83 2.37 -5.22
H -1.23 3.33 -4.85
H -1.66 1.79 -5.66
H -0.15 2.56 -6.07
C 1.65 2.24 -4.02
H 1.75 2.71 -5.02
H 2.48 1.53 -3.89
H 1.69 3.02 -3.24
C -1.76 -3.45 -3.69
H -1.71 -4.15 -2.84
H -1.54 -4.03 -4.60
H -2.79 -3.07 -3.77
C 1.04 -3.00 -3.64
H 1.89 -2.30 -3.66
H 1.02 -3.56 -4.61
H 1.16 -3.72 -2.82
Pt 0.71 -1.93 -0.41
C -0.89 2.59 -2.42
C -2.18 2.01 -2.11
C -2.94 1.06 -2.83
C -2.60 -0.42 -2.51
C -1.13 -0.75 -2.34
C 0.20 0.22 -2.34
C 0.72 1.13 -1.14
C -0.02 2.47 -1.14
C 1.18 -3.14 1.02
H -0.93 3.69 -2.71
H -2.59 2.41 -1.17
H -2.98 1.12 -3.98
H -3.98 1.17 -2.47
H -3.16 -0.67 -1.56
H -3.08 -0.97 -3.36
H -1.13 -1.41 -1.41
H 1.10 -0.37 -2.71
H 1.71 1.42 -1.55
H 0.87 0.76 -0.14
H -0.63 2.55 -0.24
H 0.66 3.34 -1.10
H 1.82 -2.83 1.87
H 1.68 -3.94 0.44
H 0.24 -3.54 1.42
C 3.79 0.98 6.10
C 2.80 -0.12 5.88
C 2.90 -1.29 6.65
C 2.02 -2.36 6.45
C 1.01 -2.25 5.49
C 0.87 -1.07 4.75
N -0.20 -0.94 3.87
C -0.96 0.23 3.76
C -1.25 1.03 4.89
C -2.07 2.15 4.71
C -2.49 2.53 3.43
C -2.27 1.68 2.33
C -1.51 0.54 2.52
C -1.16 -0.53 1.50
O -2.00 -1.39 1.25
O 0.06 -0.50 1.04
C 1.82 -0.02 4.88
C 1.81 1.12 3.91
H 4.42 1.16 5.21
H 3.34 1.96 6.35
H 4.47 0.70 6.91
H 3.73 -1.36 7.36
H 2.12 -3.27 7.03
H 0.30 -3.06 5.28
H -0.57 -1.80 3.45
H -0.89 0.70 5.87
H -2.25 2.79 5.58
H -3.15 3.40 3.32
H -2.69 1.86 1.34
H 2.81 1.55 3.81
H 1.48 0.76 2.91
H 1.11 1.92 4.22
```

Properties
- Net charge: 0
- Multiplicity: 3
- LUMO energy (spin up / spin down): -0.02 / -0.20 eV
- M: 708.7 g/mol
- HOMO-LUMO gap (spin up / spin down): 0.22836 / 0.24508 Ha
- ΔE to the lowest compared entry with this formula, charge and spin: 0.0 kcal/mol
- Highest occupied orbital energy (spin up / spin down): -6.2334 / -6.8706 eV
- Expectation value of S²: 2.01
- E_tot: -59241.821 eV

=====

No. 3
# C30H45NO3P2PdS

C30H45NO3P2PdS as an isolated structure at a distorted geometry (wB97M-V/def2-TZVPD, the OMol25 dataset).

Geometry as XYZ:
```
83
C30H45NO3P2PdS wB97M-V/def2-TZVPD
Pd 0.23 -0.11 -3.08
C -0.73 -2.69 2.15
C 0.59 -2.97 1.69
C 0.72 -1.29 3.26
C -0.65 -1.62 3.08
C 1.48 -2.12 2.39
C -1.98 -3.35 1.74
H -1.79 -4.20 1.06
H -2.66 -2.65 1.23
H -2.51 -3.74 2.62
C -1.78 -0.93 3.72
H -2.72 -1.44 3.51
H -1.85 0.10 3.33
H -1.65 -0.86 4.81
C 1.27 -0.28 4.18
H 1.85 -0.74 5.00
H 0.46 0.30 4.63
H 1.93 0.42 3.66
C 2.96 -2.10 2.28
H 3.40 -2.62 3.15
H 3.34 -1.07 2.27
H 3.31 -2.62 1.38
C 0.96 -3.99 0.69
H 1.11 -4.96 1.20
H 1.91 -3.74 0.19
H 0.19 -4.11 -0.08
C -1.11 0.93 -4.24
C -1.50 -0.42 -4.13
C -1.28 -1.34 -5.30
C 0.21 -1.43 -5.74
C 1.17 -1.04 -4.64
C 1.66 0.29 -4.48
C 1.16 1.45 -5.31
C -0.39 1.47 -5.44
H -1.91 -1.02 -6.14
H 0.35 -0.80 -6.62
H -1.64 -2.35 -5.04
H -0.68 0.91 -6.33
H -1.59 1.68 -3.60
H -2.34 -0.69 -3.45
H -0.71 2.51 -5.59
H 1.47 2.39 -4.82
H 2.64 0.40 -4.02
H 1.64 1.44 -6.31
H 0.40 -2.46 -6.06
H 1.79 -1.86 -4.24
P -1.57 -1.27 -1.29
C -2.97 -0.13 -1.02
C -2.45 -2.76 -1.90
P 2.38 0.35 0.01
C 0.97 0.83 -1.10
C 3.34 -0.47 -1.31
C 3.18 2.00 0.14
H -2.65 0.56 -0.22
H -3.86 -0.68 -0.69
H -3.19 0.47 -1.92
H -1.98 -3.12 -2.83
H -3.53 -2.63 -2.04
H -2.27 -3.53 -1.14
H 3.33 2.42 -0.87
H 4.15 1.89 0.65
H 2.51 2.64 0.75
H 0.07 0.81 -0.46
H 1.17 1.88 -1.39
H 4.19 -1.01 -0.86
H 3.70 0.27 -2.03
H 2.68 -1.19 -1.80
O 1.84 4.96 2.97
S 1.37 3.65 3.34
O 2.19 2.85 4.22
N 0.85 2.78 2.04
C -0.43 2.36 2.11
O -0.98 1.50 1.37
C -1.14 3.05 3.23
C -2.48 2.94 3.63
C -2.90 3.61 4.79
C -1.99 4.35 5.56
C -0.64 4.43 5.18
C -0.26 3.76 4.01
H -3.16 2.34 3.02
H -3.95 3.56 5.10
H -2.33 4.87 6.46
H 0.09 4.98 5.75
```

Properties
- Net charge: +2
- Multiplicity: 5
- LUMO energy (spin up / spin down): -8.06 / -9.16 eV
- M: 668.1 g/mol
- HOMO-LUMO gap (spin up / spin down): 0.17180 / 0.12741 Ha
- ΔE to the lowest compared entry with this formula, charge and spin: 35.4 kcal/mol
- Highest occupied orbital energy (spin up / spin down): -12.7393 / -12.6268 eV
- Expectation value of S²: 6.03
- E_tot: -72342.172 eV

=====

No. 4
# C30H46BrCsIN6O2

C30H46BrCsIN6O2 as an isolated structure at a distorted geometry (wB97M-V/def2-TZVPD, the OMol25 dataset).

Geometry as XYZ:
```
87
C30H46BrCsIN6O2 wB97M-V/def2-TZVPD
Cs -0.83 1.03 0.24
C 0.03 -1.93 -3.98
C -1.17 -1.82 -3.07
C -1.93 -0.65 -3.08
C -1.59 0.45 -4.05
C -3.03 -0.52 -2.23
C -3.83 0.77 -2.20
C -3.42 -1.59 -1.41
C -4.70 -1.49 -0.62
C -2.66 -2.77 -1.41
C -3.06 -3.94 -0.55
C -1.54 -2.89 -2.24
C -0.79 -4.20 -2.31
H -0.28 -2.22 -4.99
H 0.73 -2.68 -3.63
H 0.56 -0.99 -4.05
H -1.16 0.04 -4.96
H -0.87 1.16 -3.64
H -2.48 1.00 -4.35
H -4.64 0.74 -2.93
H -3.21 1.63 -2.44
H -4.28 0.95 -1.23
H -5.45 -0.93 -1.17
H -4.55 -0.99 0.34
H -5.12 -2.47 -0.43
H -3.63 -4.68 -1.12
H -3.68 -3.63 0.29
H -2.18 -4.44 -0.14
H -0.42 -4.40 -3.31
H -1.43 -5.04 -2.04
H 0.06 -4.20 -1.62
C -1.95 -1.95 2.13
N -1.56 -1.34 3.38
C -1.99 -2.03 4.58
C -1.23 -1.26 5.64
N -0.02 -0.86 4.93
C 0.79 0.11 5.65
C -0.29 -0.82 3.57
N 0.41 -0.42 2.58
C 1.71 0.16 2.80
C 2.47 0.54 1.54
N 2.58 -0.39 0.53
C 3.71 -0.85 0.10
N 3.77 -1.60 -1.03
C 2.69 -1.63 -1.99
C 5.14 -1.71 -1.49
C 5.92 -1.48 -0.20
N 4.98 -0.71 0.62
C 5.29 -0.58 2.03
H -3.04 -1.92 2.05
H -1.62 -3.00 2.07
H -1.52 -1.41 1.29
H -1.70 -3.08 4.57
H -3.08 -1.96 4.70
H -0.99 -1.86 6.52
H -1.79 -0.37 5.97
H 0.76 -0.16 6.71
H 0.40 1.13 5.55
H 1.83 0.08 5.34
H 2.38 -0.57 3.28
H 1.68 1.06 3.43
H 3.37 1.09 1.82
H 2.21 2.43 0.58
H 1.74 -1.65 -1.45
H 2.78 -2.53 -2.59
H 2.71 -0.76 -2.65
H 5.37 -0.94 -2.24
H 5.33 -2.69 -1.93
H 6.84 -0.92 -0.35
H 6.16 -2.42 0.29
H 6.07 -1.30 2.29
H 4.42 -0.81 2.64
H 5.65 0.42 2.27
O 1.61 1.71 0.84
O 0.67 2.37 1.68
Br 0.00 4.67 0.19
C -0.49 6.14 -0.90
C -0.24 7.42 -0.42
C -0.59 8.53 -1.15
C -1.20 8.38 -2.39
C -1.45 7.11 -2.88
C -1.10 5.98 -2.14
I -1.50 4.10 -2.95
H 0.24 7.53 0.55
H -0.39 9.52 -0.76
H -1.48 9.24 -2.97
H -1.92 6.98 -3.85
```

Properties
- Net charge: +1
- Multiplicity: 1
- LUMO energy: -2.00 eV
- M: 862.5 g/mol
- HOMO-LUMO gap: 0.31409 Ha
- ΔE to the lowest compared entry with this formula, charge and spin: 97.1 kcal/mol
- Highest occupied orbital energy: -10.5449 eV
- E_tot: -123575.204 eV

=====

No. 5
# C30H46IrNO6PS2

C30H46IrNO6PS2 as an isolated structure at a distorted geometry (wB97M-V/def2-TZVPD, the OMol25 dataset).

Geometry as XYZ:
```
87
C30H46IrNO6PS2 wB97M-V/def2-TZVPD
Ir -1.14 0.71 -0.39
C -1.58 3.77 -1.63
C -1.44 2.95 -0.37
C -0.34 3.24 0.52
C 0.81 4.03 -0.04
C -0.36 2.82 1.84
C 0.71 3.22 2.82
C -1.43 2.00 2.27
C -1.42 1.51 3.69
C -2.51 1.67 1.45
C -3.71 0.94 2.03
C -2.54 2.13 0.09
C -3.77 1.97 -0.77
H -1.21 3.26 -2.52
H -1.04 4.71 -1.54
H -2.63 4.02 -1.80
H 0.66 5.11 0.10
H 0.93 3.84 -1.10
H 1.75 3.77 0.44
H 1.41 2.39 3.03
H 0.28 3.51 3.78
H 1.30 4.06 2.47
H -1.88 2.25 4.36
H -0.41 1.34 4.05
H -1.98 0.58 3.81
H -3.54 -0.14 2.12
H -4.59 1.07 1.42
H -3.95 1.31 3.02
H -4.53 2.73 -0.55
H -4.23 0.99 -0.61
H -3.52 2.04 -1.82
O -2.03 -1.31 -0.24
C -2.17 -2.26 0.50
C -1.74 -2.43 1.90
C -2.44 -3.43 2.59
C -2.20 -3.64 3.93
C -1.28 -2.87 4.63
C -0.57 -1.90 3.96
C -0.78 -1.68 2.60
O -0.05 -0.79 1.91
N -2.95 -4.69 4.63
O -2.68 -4.88 5.80
O -3.79 -5.30 4.00
H -2.79 -3.10 0.15
H -3.17 -4.04 2.08
H -1.14 -3.05 5.69
H 0.14 -1.29 4.49
C 2.20 0.91 0.43
C 2.19 -0.53 0.95
C 3.61 -0.91 1.38
C 1.71 -1.50 -0.14
C 1.31 -0.73 2.15
H 2.84 0.98 -0.45
H 2.60 1.58 1.20
H 1.21 1.28 0.13
H 4.31 -0.74 0.56
H 3.68 -1.96 1.67
H 3.94 -0.29 2.23
H 2.37 -1.47 -1.00
H 0.72 -1.21 -0.51
H 1.66 -2.52 0.23
H 1.66 -1.32 2.99
C 4.02 0.04 -2.92
C 3.13 1.14 -3.46
C 3.30 1.27 -4.97
O 1.75 0.98 -3.03
P 0.56 0.11 -3.67
S 0.18 0.34 -5.56
S -1.12 0.67 -2.64
O 1.10 -1.36 -3.31
C 0.49 -2.62 -3.71
C -1.03 -2.60 -3.77
C 0.98 -3.65 -2.72
H 5.04 0.21 -3.26
H 3.69 -0.94 -3.28
H 4.03 0.03 -1.83
H 3.40 2.09 -3.00
H 3.07 0.35 -5.49
H 4.34 1.53 -5.16
H 2.66 2.06 -5.38
H 0.88 -2.84 -4.70
H -1.46 -2.40 -2.78
H -1.37 -3.58 -4.11
H -1.40 -1.84 -4.46
H 0.60 -3.42 -1.72
H 2.07 -3.66 -2.68
H 0.63 -4.64 -3.00
```

Properties
- Net charge: 0
- Multiplicity: 2
- LUMO energy (spin up / spin down): -1.26 / -1.31 eV
- M: 804.0 g/mol
- HOMO-LUMO gap (spin up / spin down): 0.20397 / 0.20198 Ha
- ΔE to the lowest compared entry with this formula, charge and spin: 80.1 kcal/mol
- Highest occupied orbital energy (spin up / spin down): -6.8100 / -6.8086 eV
- Expectation value of S²: 0.75
- E_tot: -79426.549 eV

=====

- The lowest M belongs to which entry?
  C30H45N7OS

=====

- What is the net charge in the fifth record?
  0

=====

- Number 2 is which compound?
  C30H45NO2P2Pt

=====

- What is the formula in the fifth record?
  C30H46IrNO6PS2